{"formula": "C9H11ClSSi", "method": "ωB97M-V with the def2-TZVPD basis set", "elements": ["C", "C", "C", "C", "C", "C", "C", "C", "C", "Si", "S", "Cl", "H", "H", "H", "H", "H", "H", "H", "H", "H", "H", "H"], "xyz": [[1.39970, 1.91165, 0.53901], [2.70705, 2.33384, 0.58908], [1.37570, 0.53497, 0.41967], [2.67168, -0.03804, 0.29637], [0.36207, -0.64165, 0.45153], [1.36191, -1.80434, 0.42714], [2.67739, -1.43365, 0.47174], [-3.10155, -1.68913, -0.27686], [-1.77029, 1.00779, -1.59445], [-2.03374, -0.14636, -0.10384], [3.95737, 1.12274, 0.29575], [-2.62677, 1.05417, 1.51645], [0.47799, 2.44294, 0.66286], [2.97359, 3.35746, 0.47049], [-0.00309, -0.65551, 1.45212], [1.01559, -2.82944, 0.57461], [3.48127, -2.14090, 0.52580], [-4.15834, -1.50286, -0.32447], [-2.98856, -2.09143, -1.30695], [-2.95422, -2.61856, 0.38242], [-1.79180, 2.06963, -1.32767], [-0.62720, 0.86532, -1.65791], [-2.40576, 0.89138, -2.48291]], "atomic_forces_ev_per_a": [[0.998, -0.270, 0.435], [0.125, 0.862, -0.945], [0.501, -3.325, -1.030], [-0.238, 1.746, 0.490], [0.483, 1.268, -0.141], [-0.887, -0.742, 0.297], [-2.318, -1.148, -0.995], [0.564, -1.759, -0.428], [1.548, -0.073, 0.886], [2.250, -0.034, 0.030], [-2.318, 0.459, 0.626], [0.279, -0.652, -0.438], [0.059, 0.841, -0.008], [0.365, 0.624, 0.259], [-0.376, -0.094, 1.250], [0.135, 0.251, -0.179], [0.352, 0.077, 0.045], [-0.651, 0.604, 0.599], [0.600, 0.267, 0.353], [0.075, 1.750, -0.614], [-0.480, -0.170, 0.355], [-1.729, -0.113, -0.979], [0.661, -0.369, 0.132]], "homo_ha": -0.27006, "e_above_lowest_kcal_mol": 55.5, "energy_ha": -1497.36055, "homo_lumo_gap_ev": 7.668}



{"formula": "C21H58F12N5O5P2", "method": "ωB97M-V with the def2-TZVPD basis set", "elements": ["C", "C", "O", "N", "H", "H", "C", "H", "H", "H", "H", "H", "H", "C", "C", "O", "N", "H", "H", "C", "H", "H", "H", "H", "H", "H", "C", "N", "C", "C", "C", "C", "O", "H", "H", "H", "H", "H", "H", "H", "H", "H", "H", "H", "H", "H", "H", "C", "N", "C", "C", "C", "C", "O", "H", "H", "H", "H", "H", "H", "H", "H", "H", "H", "H", "H", "H", "H", "C", "N", "C", "C", "C", "C", "O", "H", "H", "H", "H", "H", "H", "H", "H", "H", "H", "H", "H", "H", "H", "P", "F", "F", "F", "F", "F", "F", "P", "F", "F", "F", "F", "F", "F"], "xyz": [[7.11719, -14.27410, -22.53319], [7.34725, -13.12875, -21.61729], [7.77702, -12.11335, -22.12044], [6.98685, -13.05668, -20.02564], [7.71645, -13.56198, -19.54349], [7.10404, -12.11147, -19.68958], [5.52599, -13.57254, -19.74019], [7.79263, -15.10750, -22.34001], [7.47090, -13.92305, -23.50259], [6.10782, -14.67884, -22.45936], [5.28815, -13.37502, -18.69496], [5.51724, -14.65080, -19.89953], [4.72985, -13.11821, -20.32998], [14.09919, -18.10784, -21.22651], [12.71354, -18.42114, -20.75553], [12.39042, -18.21455, -19.55552], [11.69897, -18.98855, -21.71106], [12.02410, -18.87717, -22.66079], [11.62472, -19.95850, -21.43943], [10.23012, -18.41268, -21.59260], [14.60247, -17.63532, -20.38299], [13.94881, -17.31458, -21.95878], [14.78254, -18.87137, -21.59820], [9.80456, -18.42276, -20.58916], [9.45075, -18.98661, -22.09390], [10.44929, -17.38353, -21.87706], [6.15375, -19.79749, -18.18303], [4.93748, -18.92649, -17.84834], [4.87850, -17.67012, -18.71194], [3.60875, -19.74653, -18.12573], [4.99604, -18.55604, -16.27556], [6.27621, -17.76124, -15.85284], [7.33152, -18.56346, -15.52458], [7.08966, -19.24332, -18.11188], [6.03001, -20.11086, -19.21965], [6.08964, -20.68591, -17.55478], [3.99767, -17.04984, -18.54613], [4.81530, -17.92258, -19.77042], [5.77130, -17.06978, -18.53699], [2.75446, -19.08485, -17.98269], [3.46238, -20.57269, -17.42994], [3.56323, -20.21027, -19.11112], [4.85756, -19.51239, -15.77126], [4.06949, -18.01351, -16.08777], [6.04760, -17.07267, -15.03939], [6.83703, -17.19264, -16.59464], [7.96071, -18.16941, -14.91594], [12.99989, -11.74298, -23.71052], [13.26144, -12.69904, -22.56702], [13.76452, -14.04962, -23.11245], [14.32547, -11.90966, -21.69929], [11.96905, -12.77044, -21.64608], [11.91336, -13.69517, -20.35892], [11.88845, -15.03182, -20.88546], [13.95063, -11.39584, -24.11509], [12.43572, -10.92157, -23.26883], [12.44720, -12.31984, -24.45206], [13.93317, -14.89301, -22.44286], [14.69236, -13.75775, -23.60440], [13.01355, -14.34529, -23.84506], [14.29170, -12.29158, -20.67896], [14.00564, -10.87188, -21.60536], [15.32642, -11.94260, -22.12955], [11.05052, -12.95831, -22.20206], [11.81185, -11.76345, -21.25963], [10.93220, -13.55617, -19.90493], [12.77345, -13.58034, -19.69924], [11.46423, -15.54855, -20.19653], [5.80629, -11.33326, -15.64577], [7.38625, -11.08528, -15.59777], [7.99494, -10.90016, -17.00721], [7.57770, -9.78818, -14.76538], [8.10033, -12.13658, -14.68645], [8.22592, -13.54679, -15.47252], [7.00918, -14.10617, -15.64579], [5.51243, -11.31236, -14.59633], [5.54116, -12.29312, -16.08902], [5.28163, -10.68035, -16.34329], [9.03969, -11.20890, -17.04312], [7.98521, -9.85205, -17.30633], [7.40118, -11.44734, -17.73943], [6.82245, -9.07512, -15.09590], [8.57902, -9.40172, -14.95542], [7.22148, -9.85944, -13.73770], [7.51341, -12.23010, -13.77273], [9.14456, -11.87505, -14.51531], [8.66085, -14.17826, -14.69781], [8.86741, -13.64938, -16.34777], [6.98865, -14.82764, -16.27878], [6.36252, -18.33708, -22.50521], [7.37579, -18.96858, -21.35903], [7.60885, -17.41593, -23.13031], [6.77916, -19.50990, -23.52546], [5.33403, -18.02299, -23.76365], [5.35395, -19.38528, -21.80808], [5.76739, -17.09331, -21.62567], [8.79952, -15.94708, -18.75176], [10.28804, -16.33744, -19.30544], [9.36503, -14.43174, -18.61428], [8.38219, -15.61839, -20.23381], [7.39379, -15.36098, -18.07942], [8.21425, -17.45353, -19.05153], [9.22236, -16.32189, -17.24121]], "atomic_forces_ev_per_a": [[0.276, -1.152, 0.826], [0.934, 2.947, -1.933], [-0.569, -1.189, 2.628], [-1.873, -0.691, -1.921], [0.065, -1.047, 0.421], [-0.186, 0.653, -0.608], [1.001, -0.338, 0.529], [-0.191, -0.191, 0.485], [-0.840, 0.157, -0.016], [0.014, 0.006, -0.375], [0.319, -0.025, 0.005], [0.208, 0.125, -0.071], [0.708, 0.387, -0.444], [-0.183, 0.841, 0.020], [-0.292, 0.783, 5.842], [0.508, -1.136, -5.456], [-1.476, 0.294, 1.396], [0.018, -0.341, -0.453], [0.185, -0.817, -0.333], [0.771, 0.711, 0.502], [-0.155, -0.132, 0.047], [0.325, -0.034, -0.475], [-0.608, -0.332, -0.255], [1.070, -0.075, 0.386], [0.727, 0.050, -1.077], [-1.007, -0.076, -0.326], [-1.034, 0.157, -0.632], [-0.948, -0.217, 0.744], [0.298, -0.282, -0.067], [0.537, 0.418, 0.665], [0.230, 0.166, -1.818], [-0.204, 0.894, -0.549], [1.188, -3.032, 1.172], [-0.313, -0.015, 0.403], [0.008, 0.093, -0.067], [0.257, 0.257, 0.152], [-0.144, -0.368, 0.705], [0.333, -0.475, 0.145], [-0.049, -0.272, -0.009], [0.249, 0.200, -0.134], [0.606, 0.168, 0.327], [0.564, 0.566, -0.198], [0.590, 0.033, 0.089], [0.209, 0.347, -0.122], [-0.572, -0.044, 0.111], [-1.744, 0.899, -1.082], [-0.204, 0.151, 0.054], [-0.358, -0.969, 0.288], [0.209, 0.547, 2.592], [-0.162, 1.249, -0.504], [-0.909, -0.844, 0.200], [0.105, 0.235, 1.113], [0.552, -0.736, -3.046], [0.527, 0.442, 0.094], [-0.105, -0.099, 0.026], [-0.001, -0.003, -0.458], [-0.140, 0.493, -0.114], [-0.210, 0.783, 0.619], [-0.034, -0.395, -0.180], [0.159, -0.052, -0.029], [0.326, -0.354, -0.249], [-0.154, -0.092, -0.432], [-0.250, -0.306, -0.126], [0.492, -0.420, -0.646], [0.441, 0.296, -0.251], [0.348, 0.713, 0.317], [-0.231, 0.298, 0.237], [-0.135, -0.505, 0.078], [1.359, -0.674, -0.339], [-0.630, 0.887, 1.102], [-0.305, 0.017, 0.831], [-1.289, 0.438, -1.350], [-0.142, -2.189, -3.568], [1.169, 0.504, 2.783], [-3.246, -0.106, -0.710], [-0.340, 0.264, -0.346], [0.819, -0.392, 0.521], [0.515, 1.013, 0.619], [-0.173, -0.264, 0.306], [-0.319, 0.056, 0.379], [0.052, -0.210, 0.385], [0.310, 0.222, -0.768], [-0.113, -0.159, 0.504], [0.890, -0.884, 0.179], [0.109, -0.038, -0.201], [-0.280, 0.706, 0.151], [1.092, 0.200, 0.175], [0.113, 0.859, -0.100], [0.420, -0.054, -0.145], [-0.639, -2.728, -3.116], [0.919, 1.734, 0.048], [-1.123, 0.041, 1.141], [1.724, -0.793, 0.511], [0.059, 1.752, 1.881], [-1.655, 0.756, 0.170], [0.937, -0.418, -0.210], [0.755, -2.162, 0.999], [-0.456, -0.659, 0.659], [0.000, 1.005, 0.385], [-0.963, 1.024, -0.863], [-0.197, -0.438, -1.190], [0.452, 1.319, 1.161], [0.095, 0.068, -0.748]], "homo_ha": -0.60215, "energy_ha": -3365.33150, "homo_lumo_gap_ev": 9.643, "total_charge": 3}



{"formula": "C2H2N2O", "method": "ωB97M-V with the def2-TZVPD basis set", "elements": ["C", "C", "N", "N", "O", "H", "H"], "xyz": [[0.55511, -1.98513, 0.84775], [-0.73326, 1.45201, -0.34312], [1.08061, -1.27505, 0.07943], [-0.56115, 0.36472, 0.10431], [-1.21392, 2.23832, -1.04071], [1.42715, -0.71593, -0.65522], [-0.55454, -0.07894, 1.00756]], "atomic_forces_ev_per_a": [[0.968, 0.334, -0.728], [-2.421, -0.775, -0.656], [0.270, -2.431, 1.158], [0.285, -0.317, 1.401], [0.647, 2.279, -0.629], [0.208, 0.295, -0.339], [0.043, 0.614, -0.207]], "homo_ha": -0.40180, "e_above_lowest_kcal_mol": 48.7, "energy_ha": -262.08624, "homo_lumo_gap_ev": 11.367}



| no. | E_LUMO (eV) |
| --- | --- |
| 1 | 0.32 |
| 2 | -6.74 |
| 3 | 0.43 |